# C2H9NS2

2 unconnected molecules or ions with the total composition C2H9NS2 in a non-equilibrium geometry (ωB97M-V/def2-TZVPD, OMol25).

Geometry as XYZ:
```
14
C2H9NS2 ωB97M-V/def2-TZVPD
S 1.3917 0.5269 -0.9939
S 0.9651 -1.1362 -1.9933
N -2.5675 -0.6621 1.8396
C 3.1795 0.6357 -1.1600
C -2.4894 0.4039 0.8420
H -1.5465 0.9485 0.6586
H 3.4858 1.5835 -1.5972
H -3.2731 1.1227 1.0578
H -1.8661 -1.3747 1.6652
H -2.6776 -0.0776 -0.1251
H 3.5917 0.4587 -0.1637
H 3.5616 -0.1768 -1.7815
H -2.3334 -0.2876 2.7534
H 0.5781 -1.9649 -1.0019
```

The total energy is -932.3699 a.u. As for the spin multiplicity: 2. The calculation puts the largest force on an atom at 1.02 eV/Å. As for the energy above the lowest of the compared OMol25 structures with the same formula, charge and spin: 0.266 eV. As for the HOMO energy (spin up / spin down): -12.18 / -12.18 eV. The value obtained for the orbital gap (spin up / spin down) is 0.2681 / 0.1161 Ha. Its total charge is +1.

Atom charges from the Mulliken analysis, given in e for atoms 1 to 2:
1. S 0.3728
2. S 0.0361